(1)
The following is a DFT calculation (the ωB97M-V functional and the def2-TZVPD basis) of a molecular structure, C22H33Cl5KN3O4S3.

Properties
Total charge ... 0
Total energy ... -5418.80350 Eh
Energy above the lowest of the compared OMol25 structures with the same formula, charge and spin ... 0.2129 eV
Spin multiplicity ... 1

The geometry in XYZ format:
```
71
C22H33Cl5KN3O4S3, DFT the ωB97M-V functional and the def2-TZVPD basis
K 0.0862 -0.2087 0.5774
C -3.4989 -0.9534 -1.2806
O -2.2182 -1.5501 -1.2970
C -1.7993 -1.8679 -2.6057
C -0.3666 -2.3334 -2.5509
O 0.3918 -1.2687 -2.0306
C 1.7877 -1.4541 -2.0972
C 2.2632 -2.6105 -1.2234
O 1.4822 -2.6462 -0.0484
C 2.0928 -3.4369 0.9564
H -3.5187 -0.0532 -1.9045
H -4.2610 -1.6520 -1.6462
H -3.7064 -0.6687 -0.2529
H -2.4373 -2.6512 -3.0380
H -1.8658 -0.9776 -3.2454
H -0.2872 -3.2225 -1.9126
H -0.0264 -2.5980 -3.5610
H 2.0921 -1.6386 -3.1362
H 2.2250 -0.5148 -1.7589
H 2.1770 -3.5708 -1.7524
H 3.3212 -2.4551 -0.9817
H 2.2335 -4.4663 0.6031
H 3.0597 -3.0167 1.2462
H 1.4378 -3.4254 1.8238
C -1.5898 2.6038 -2.7620
C -2.2669 3.3807 -1.6367
S -2.3621 2.4650 -0.0715
C -1.7363 3.7003 1.0902
C -0.3256 4.2215 0.8381
S 0.9295 2.9128 0.7752
C 1.8271 3.3061 -0.7490
C 1.0199 3.4152 -2.0422
S 0.0553 1.9296 -2.4302
H -1.5677 3.2258 -3.6598
H -2.1803 1.7183 -3.0078
H -3.2733 3.6423 -1.9706
H -1.7506 4.3238 -1.4610
H -1.7884 3.1817 2.0450
H -2.4260 4.5463 1.1336
H -0.0720 4.9152 1.6416
H -0.2768 4.7921 -0.0885
H 2.5562 2.4977 -0.8261
H 2.3930 4.2312 -0.6161
H 1.7183 3.6149 -2.8570
H 0.3399 4.2658 -2.0026
Cl 0.2001 -2.0272 4.1958
C 1.7756 -1.2223 3.8890
C 2.0149 -0.7452 2.6289
C 3.2553 -0.1968 2.4525
Cl 3.6832 0.3883 0.8076
C 4.2285 -0.0839 3.4382
Cl 5.7769 0.6233 3.1491
C 3.9155 -0.5729 4.7095
Cl 5.0733 -0.4549 5.9869
C 2.6716 -1.1635 4.9494
Cl 2.3070 -1.7845 6.5193
C -3.7635 -3.3050 3.9382
N -3.3526 -2.0826 3.2933
C -3.4391 -0.7595 3.8689
C -2.7015 0.0730 2.8113
O -2.5479 1.2715 2.8738
N -2.2378 -0.7683 1.8309
C -2.6219 -1.9898 2.1661
N -2.3466 -3.0578 1.4050
H -4.4792 -3.0642 4.7209
H -2.9210 -3.8321 4.3961
H -4.2613 -3.9643 3.2243
H -2.9161 -0.6822 4.8248
H -4.4703 -0.4230 3.9865
H -1.8326 -2.8815 0.5548
H -2.3680 -3.9863 1.7838
```

Mulliken atomic charge list, values in e, 5 entries: K 0.55; C -0.58; O 0.22; C -0.78; C -0.59

=====

(2)
The following is a DFT calculation (the ωB97M-V functional and the def2-TZVPD basis) of a molecular structure, C5H6Si.

Properties
Total charge ... 0
Total energy ... -483.46159 Eh
Energy above the lowest of the compared OMol25 structures with the same formula, charge and spin ... 1.7908 eV
Spin multiplicity ... 1

The geometry in XYZ format:
```
12
C5H6Si, DFT the ωB97M-V functional and the def2-TZVPD basis
C 2.4367 -1.3720 -0.0053
C -2.2816 -1.4696 -0.4691
C 1.4920 -0.6771 0.2897
C -1.4061 -0.9221 0.1402
C 0.0035 1.6886 -0.2817
Si -0.1367 0.1641 0.7480
H 3.1735 -2.0091 -0.3854
H -3.1154 -1.9496 -0.9261
H 1.0224 2.1220 -0.3479
H -0.1139 1.3695 -1.2986
H -0.7211 2.4463 -0.0152
H -0.3533 0.6089 2.5514
```

Mulliken atomic charge list, values in e, 5 entries: C 0.46; C 0.40; C -0.94; C -0.73; C -1.00

=====

(3)
The following is a DFT calculation (the ωB97M-V functional and the def2-TZVPD basis) of 7 unconnected molecules or ions with the total composition C31H45BrN5O22.

Properties
Total charge ... +1
Total energy ... -5711.03825 Eh
Spin multiplicity ... 1

The geometry in XYZ format:
```
104
C31H45BrN5O22, DFT the ωB97M-V functional and the def2-TZVPD basis
C 3.7391 -1.6931 4.7571
C 3.4664 -0.2962 4.2019
N 2.0667 0.1822 4.2413
C 1.2666 -0.1072 3.0716
C 0.8463 -1.5796 2.9259
C -0.5850 -1.8748 3.2218
N -0.9551 -2.9771 3.8477
Br 0.0992 -4.3628 4.4283
C -2.3327 -2.9801 4.0497
C -3.0829 -4.0425 4.7612
C -2.8189 -1.8798 3.5263
C -4.2264 -1.3826 3.4897
C -4.7682 -1.1814 4.9289
C -4.5921 0.1976 5.5452
N -4.8967 1.3503 4.8193
O -4.2298 0.2876 6.7062
N -1.6990 -1.2114 3.0049
O -1.7525 -0.0301 2.3301
N -1.9478 1.0901 3.2529
O -1.9255 2.0519 2.6223
C 1.3568 -0.0094 5.4021
C 2.0363 0.3301 6.7173
O 0.1917 -0.3874 5.4060
H 3.2996 -1.8891 5.7295
H 4.8149 -1.7736 4.8921
H 3.4893 -2.4912 4.0650
H 3.8009 -0.2804 3.1709
H 4.0787 0.4079 4.7550
H 1.8332 0.1752 2.1910
H 0.4218 0.5618 3.0850
H 1.4267 -2.2629 3.5281
H 1.0182 -1.8558 1.8852
H -2.5800 -4.9998 4.7573
H -4.0890 -4.1128 4.3662
H -3.1591 -3.7404 5.8051
H -4.2204 -0.4320 2.9727
H -4.8592 -2.1094 2.9930
H -4.3550 -1.8849 5.6367
H -5.8434 -1.3618 4.9033
H -4.1727 2.0502 4.8654
H -5.2169 1.1764 3.8771
H 1.3082 0.9044 7.2756
H 2.9681 0.8627 6.5960
H 2.1529 -0.6039 7.2584
C 2.5889 -3.1965 -2.4067
C 1.5982 -4.0535 -1.6567
O 2.1402 -4.0479 -0.3230
C 2.9028 -2.9361 -0.1989
O 3.3539 -2.5295 0.8281
O 3.0816 -2.3294 -1.3811
H 2.1312 -2.6250 -3.2090
H 3.4208 -3.7746 -2.8102
H 0.5990 -3.6144 -1.6322
H 1.5300 -5.0649 -2.0469
C 0.5868 2.6168 -1.1083
C -0.3564 1.6731 -0.3946
O -0.3502 0.5256 -1.2432
C 0.8088 0.5346 -1.9533
O 1.1924 -0.3636 -2.6219
O 1.4645 1.7106 -1.7862
H 1.1432 3.2590 -0.4302
H 0.0789 3.2377 -1.8484
H 0.0074 1.3806 0.5919
H -1.3648 2.0687 -0.2963
C 4.6655 1.0737 -4.8951
C 3.6411 1.9670 -4.2402
O 4.4529 2.9912 -3.6504
C 5.6244 3.0392 -4.3347
O 6.4443 3.8856 -4.2052
O 5.7274 1.9883 -5.1880
H 4.2978 0.6024 -5.8031
H 5.0415 0.3011 -4.2210
H 2.9675 2.4225 -4.9632
H 3.0565 1.4546 -3.4859
C 2.7231 -1.8986 -7.2890
C 1.2662 -1.6111 -7.0050
O 0.7722 -2.8966 -6.6080
C 1.8195 -3.6245 -6.1544
O 1.7223 -4.6694 -5.5965
O 2.9927 -3.0014 -6.4151
H 3.3746 -1.0588 -7.0622
H 2.8958 -2.2160 -8.3184
H 1.1312 -0.9105 -6.1786
H 0.7273 -1.2429 -7.8738
C -5.3117 2.7475 0.2048
C -5.0558 1.7466 1.3103
O -6.3696 1.3590 1.6950
C -7.2035 1.5905 0.6341
O -8.3214 1.2212 0.5706
O -6.5557 2.2971 -0.3292
H -4.5388 2.7444 -0.5603
H -5.4350 3.7644 0.5818
H -4.5152 0.8626 0.9571
H -4.5216 2.1772 2.1549
C 0.2486 5.2814 -6.3432
C -0.9958 4.8185 -5.6199
O -0.9104 3.3935 -5.7409
C 0.3918 3.0694 -5.9331
O 0.8249 1.9632 -5.9095
O 1.1376 4.1747 -6.1560
H 0.6720 6.1908 -5.9255
H 0.0843 5.4236 -7.4122
H -0.9862 5.0833 -4.5605
H -1.9131 5.1890 -6.0697
```

Mulliken atomic charge list, values in e, 5 entries: C -0.99; C -0.64; N 0.22; C -0.95; C 0.41